Arrangement P

10
Properties=species:S:1:pos:R:3 method="wB97M-V/def2-TZVPD" charge=0 e_lumo_ev=0.168 smiles="NC=O.SS"
N -0.527 -0.479 -1.987
C 0.449 0.045 -1.172
O 1.557 -0.383 -1.055
H -0.632 -1.466 -2.139
H -1.308 0.114 -2.224
H 0.053 0.891 -0.601
S 1.058 0.038 2.643
S -0.905 0.676 2.187
H 1.657 1.154 2.139
H -1.402 -0.590 2.209

Arrangement Q

10
Properties=species:S:1:pos:R:3 method="wB97M-V/def2-TZVPD" charge=0 e_lumo_ev=0.227 smiles="NC=O.SS"
N -0.993 -1.701 1.414
C 0.321 -1.762 1.760
O 1.202 -2.029 0.978
H -1.646 -1.253 2.033
H -1.230 -2.099 0.522
H 0.497 -1.563 2.827
S -0.622 0.549 -1.538
S 0.501 1.918 -0.407
H -1.409 1.471 -2.096
H 0.941 0.941 0.395

Least stable structure: arrangement P